# 1
A structure of composition C2HFI2, computed with ωB97M-V with the def2-TZVPD basis set.

Positions of all 6 atoms, in Å:
1 I 2.537 1.070 0.062
2 I -1.442 -1.902 -0.023
3 C 1.262 -0.409 0.042
4 H -1.895 0.976 0.079
5 C 0.467 -1.295 0.078
6 F -0.928 1.559 -0.237

## Properties
- energy above the lowest of the compared OMol25 structures with the same formula, charge and spin (kJ/mol) = 211.0
- frontier orbital gap (eV) = 8.994

Results of the Mulliken charge analysis, in e, for atoms 1 through 2: 0.28 0.20



# 2
A cluster of 2 separate species, C2HFIO2 in total, computed with ωB97M-V with the def2-TZVPD basis set.

Positions of all 7 atoms, in Å:
1 H -0.570 0.116 0.306
2 C 0.085 0.438 -0.495
3 O -0.587 -0.483 -2.957
4 C -0.058 -1.069 -2.044
5 O 0.280 -2.076 -1.467
6 I -0.257 2.584 -0.811
7 F 1.269 0.174 0.035

## Properties
- energy above the lowest of the compared OMol25 structures with the same formula, charge and spin (kJ/mol) = 73.1
- frontier orbital gap (eV) = 6.404
- net charge = -1

Results of the Mulliken charge analysis, in e, for atoms 1 through 2: 0.17 -0.33



# 3
A structure of composition C2HFKO2, computed with ωB97M-V with the def2-TZVPD basis set.

Positions of all 7 atoms, in Å:
1 H 0.682 0.750 -1.248
2 F 1.209 -0.602 0.254
3 O -1.835 -1.062 -1.327
4 O -0.394 1.421 1.095
5 K 0.829 0.315 2.822
6 C 0.232 0.036 -0.552
7 C -0.723 -0.857 -1.043

## Properties
- energy above the lowest of the compared OMol25 structures with the same formula, charge and spin (kJ/mol) = 231.5
- frontier orbital gap (spin up / spin down) (eV) = 6.859 / 6.618
- 2S+1 = 2
- <S²> = 0.84

Results of the Mulliken charge analysis, in e, for atoms 1 through 2: 0.23 -0.28



# 4
A cluster of 2 separate species, C2HFNO3P in total, computed with ωB97M-V with the def2-TZVPD basis set.

Positions of all 9 atoms, in Å:
1 P 0.680 1.186 0.278
2 O 1.619 -0.055 0.476
3 F -0.837 -0.911 1.409
4 N 0.195 -1.884 -1.599
5 O 0.519 2.045 1.478
6 C -0.368 -0.321 0.310
7 O 0.553 1.745 -1.106
8 C 0.036 -1.178 -0.707
9 H -2.397 -0.627 -0.539

## Properties
- frontier orbital gap (spin up / spin down) (eV) = 5.360 / 6.745
- 2S+1 = 3
- net charge = -2
- <S²> = 2.01

Results of the Mulliken charge analysis, in e, for atoms 1 through 2: 0.75 -0.63



Copy entry 1 word for word.
A structure of composition C2HFI2, computed with ωB97M-V with the def2-TZVPD basis set.

Positions of all 6 atoms, in Å:
1 I 2.537 1.070 0.062
2 I -1.442 -1.902 -0.023
3 C 1.262 -0.409 0.042
4 H -1.895 0.976 0.079
5 C 0.467 -1.295 0.078
6 F -0.928 1.559 -0.237

## Properties
- energy above the lowest of the compared OMol25 structures with the same formula, charge and spin (kJ/mol) = 211.0
- frontier orbital gap (eV) = 8.994

Results of the Mulliken charge analysis, in e, for atoms 1 through 2: 0.28 0.20